## 1
Computed, not measured: C2H10BaN3 as an isolated structure, with ωB97M-V with the def2-TZVPD basis set.

Geometry (Å):
Ba1 1.526 -0.215 -0.298
N1 -1.080 2.880 -0.090
N2 0.298 0.277 2.247
N3 -0.713 -1.775 -0.080
C1 0.044 0.638 -2.290
C2 -0.300 1.993 -0.198
H1 -0.999 0.923 -2.476
H2 3.083 -1.136 1.267
H3 -0.114 -0.561 2.656
H4 -0.456 0.941 2.072
H5 -1.043 -1.987 -1.027
H6 -0.745 -2.659 0.428
H7 0.301 -0.287 -2.850
H8 -1.432 -1.178 0.342
H9 0.712 1.448 -2.651
H10 0.918 0.699 2.947

Gap between HOMO and LUMO ... 4.47 eV
Net charge ... -1
Multiplicity ... 1
E_HOMO ... -2.05 eV

## 2
Computed, not measured: C2H10BaN3 as an isolated structure, with ωB97M-V with the def2-TZVPD basis set.

Geometry (Å):
Ba1 0.086 0.237 0.640
N1 -2.753 0.327 0.785
N2 1.141 3.864 -0.222
N3 -0.555 -1.431 -1.374
C1 0.906 2.712 -0.167
C2 2.483 -0.293 0.556
H1 -1.140 -1.026 -2.114
H2 2.963 -1.153 0.071
H3 -3.187 -0.497 0.360
H4 1.594 -0.834 1.349
H5 -3.118 0.379 1.738
H6 2.246 0.452 -0.238
H7 3.220 0.158 1.229
H8 -3.146 1.135 0.292
H9 -1.043 -2.279 -1.068
H10 0.303 -1.752 -1.836

Gap between HOMO and LUMO (alpha / beta) ... 2.84 / 2.85 eV
Net charge ... -1
Multiplicity ... 1
E_HOMO (alpha / beta) ... -0.51 / -0.53 eV

Verdict on stability: 1 comes out on top.

## 1
Computed, not measured: an isolated ion of composition C3H5O4S and charge -1, with ωB97M-V with the def2-TZVPD basis set.

Geometry (Å):
S1 1.724 -0.435 1.245
O1 -1.610 -0.551 1.350
O2 -0.621 -1.532 -0.832
O3 1.340 1.514 -0.447
O4 -1.224 1.586 0.633
C1 -0.450 -0.170 -0.736
C2 1.110 0.197 -0.418
C3 -1.184 0.336 0.558
H1 -0.827 -1.919 0.079
H2 1.665 -0.471 -1.028
H3 -0.888 0.370 -1.675
H4 0.496 -0.894 1.564
H5 0.469 1.968 -0.295

SMILES string ... O=C([O-])[C@H](O)[C@@H](O)S
Gap between HOMO and LUMO ... 8.26 eV
Net charge ... -1
Multiplicity ... 1
E_HOMO ... -4.74 eV

## 2
Computed, not measured: a 2-piece molecular cluster, C3H5O4S overall, with ωB97M-V with the def2-TZVPD basis set.

Geometry (Å):
S1 -0.125 1.539 -1.166
O1 1.589 1.580 -1.286
O2 -0.634 0.358 -1.864
O3 -0.398 2.786 -1.869
O4 -0.467 1.623 0.273
C1 -0.113 -1.932 0.092
C2 -0.296 -1.145 1.296
C3 -0.544 -0.770 2.429
H1 -0.728 -2.851 0.257
H2 1.562 2.003 -0.392
H3 1.047 -1.959 0.056
H4 -0.321 -1.356 -0.860
H5 -0.573 0.124 3.034

Gap between HOMO and LUMO ... 9.10 eV
Net charge ... -1
Multiplicity ... 1
E_HOMO ... -5.27 eV

Verdict on stability: 1 comes out on top.